This record from the OMol25 dataset describes a 12-piece molecular cluster, C48H119F2N7O24P3 overall. The level of theory is ωB97M-V with the def2-TZVPD basis set.

Values from the calculation:
frontier orbital gap	8.026	eV
strongest force on any atom	5.8	eV/A
LUMO level	-2.094	eV
E_HOMO	-10.1196	eV

Structure (ORCA input):
```
! wB97M-V def2-TZVPD RIJCOSX def2/J DEFGRID3
* xyz 1 1
C 1.03850 -2.08450 3.11956
C -0.50189 -1.84434 3.01780
C -0.84814 -1.01628 1.73883
C -0.66112 0.49421 1.84692
N -1.27374 1.34279 0.71036
C -0.77315 2.84362 0.65956
C -2.07263 3.61865 0.39431
C -3.17728 2.66385 0.03754
C -2.81673 1.50381 0.95863
C -0.92499 0.71378 -0.65788
H 1.19016 -2.87796 3.85135
H 1.66103 -1.22403 3.36477
H 1.40036 -2.38259 2.13554
H -1.06333 -1.58301 3.91479
H -0.95044 -2.80951 2.78250
H -1.87785 -1.21887 1.44430
H -0.11741 -1.37249 1.01272
H 0.39323 0.77046 1.83505
H -1.11509 0.90469 2.74888
H -0.02396 2.94826 -0.12521
H -0.52643 3.23827 1.64520
H -1.80427 4.25428 -0.44952
H -2.39184 4.38561 1.09998
H -3.25612 2.43376 -1.02497
H -4.18338 3.05970 0.17599
H -3.40728 0.61984 0.71789
H -2.95998 1.74489 2.01194
H -0.00994 0.12205 -0.68320
H -1.17617 1.29455 -1.54540
H -1.54283 -0.18397 -0.63721
C 0.61969 -9.03789 5.54714
C 0.51394 -10.51243 5.88411
C -0.07096 -11.25890 4.68382
O -1.24061 -10.78188 4.08124
C -1.93392 -11.68794 3.23002
N 1.92136 -10.99483 6.11991
H 1.35921 -8.99692 4.74743
H 0.94694 -8.53074 6.45478
H -0.32162 -8.54718 5.29966
H -0.03096 -10.71331 6.80652
H -0.35600 -12.29179 4.88380
H 0.80103 -11.17335 4.03544
H -3.01556 -11.59581 3.13177
H -1.72694 -12.74039 3.42395
H -1.68610 -11.42388 2.20193
H 2.33997 -10.49815 6.89333
H 1.93088 -11.95664 6.42800
C -4.57913 7.27669 -7.73704
C -5.41602 8.32805 -7.04916
C -6.07755 7.86194 -5.73623
O -7.27290 7.04133 -5.82707
C -8.25570 7.68668 -6.66272
N -4.58184 9.46117 -6.65228
H -4.38486 7.62987 -8.74978
H -5.24056 6.41299 -7.80502
H -3.62028 7.00662 -7.29458
H -6.13392 8.78579 -7.72974
H -6.41991 8.71964 -5.15724
H -5.45878 7.21525 -5.11410
H -9.25910 7.26630 -6.73053
H -7.96344 7.67826 -7.71277
H -8.42677 8.68178 -6.25212
H -3.72683 9.35511 -7.17935
H -4.21353 9.17779 -5.75554
C 9.64167 -1.68264 5.75300
C 9.47193 -0.48655 4.94819
C 9.66708 -0.78456 3.43099
O 10.82704 -1.60458 3.21166
C 11.15841 -1.77146 1.82028
N 8.07899 -0.04054 5.09098
H 9.03498 -2.54708 5.48328
H 9.59824 -1.54879 6.83388
H 10.61690 -2.08550 5.47964
H 10.04684 0.34921 5.34704
H 9.76812 0.17070 2.91584
H 8.75205 -1.23411 3.04535
H 12.23913 -1.66178 1.73017
H 10.77136 -0.87935 1.32790
H 10.79183 -2.69671 1.37575
H 8.03870 0.23227 6.06261
H 7.66687 -0.96147 5.13749
C -1.88997 10.45426 -1.09060
C -0.62523 10.72294 -1.91584
C 0.71460 10.64749 -1.10076
O 0.60480 9.63764 -0.09159
C 1.79986 9.62233 0.63336
N -0.59037 9.61642 -2.82577
H -2.66930 10.93796 -1.67949
H -1.76288 10.98322 -0.14607
H -2.09712 9.38620 -1.02406
H -0.75428 11.67866 -2.42383
H 0.89958 11.55127 -0.52021
H 1.55314 10.45612 -1.77034
H 1.89946 10.55715 1.18500
H 2.68921 9.76671 0.01994
H 1.83102 8.84192 1.39369
H -0.24038 8.85958 -2.25587
H 0.12829 9.77425 -3.51767
C 5.16318 0.66582 0.04674
C 5.80675 0.07652 -1.17484
C 4.83304 -0.65715 -2.12464
O 3.95697 -1.61425 -1.52616
C 3.46982 -2.61409 -2.41483
N 6.69968 0.95355 -1.95761
H 4.44258 1.43707 -0.22533
H 5.86728 0.81735 0.86490
H 4.33925 0.11208 0.49687
H 6.48547 -0.73248 -0.90473
H 5.48035 -1.22479 -2.79312
H 4.21627 0.00886 -2.72808
H 4.11615 -2.97043 -3.21694
H 2.63100 -2.10035 -2.88447
H 3.00767 -3.39879 -1.81587
H 7.45602 1.37128 -1.43457
H 6.21143 1.65217 -2.49949
C 10.37224 -9.39163 7.02472
C 10.10602 -9.03148 5.59772
C 9.72236 -7.52223 5.42746
O 8.59698 -7.18777 6.26613
C 7.33364 -7.47268 5.67352
N 11.27340 -9.40893 4.79186
H 10.94166 -8.60325 7.51698
H 11.10174 -10.19682 7.11197
H 9.47072 -9.40269 7.63728
H 9.19695 -9.54571 5.28587
H 9.46060 -7.26296 4.40161
H 10.51550 -6.87919 5.80892
H 6.55006 -7.17066 6.36842
H 7.09522 -8.50881 5.43335
H 7.13833 -6.98700 4.71745
H 11.98661 -8.69603 4.84849
H 11.07231 -9.21359 3.82155
C -5.30600 -0.93857 7.08498
O -5.40201 -0.89981 5.68407
P -6.85851 -0.96041 4.93298
O -7.99786 -1.73126 5.55934
O -7.16008 0.55433 4.61904
C -8.28424 0.79217 3.81042
O -6.44252 -1.46910 3.48130
C -6.91639 -2.78259 3.08900
H -6.24082 -0.67599 7.58021
H -4.59179 -0.20708 7.46302
H -4.92802 -1.92182 7.36508
H -8.12200 1.60263 3.09983
H -9.13638 1.08699 4.42282
H -8.54365 -0.01545 3.12590
H -7.28698 -2.77753 2.06395
H -7.65568 -3.24148 3.74546
H -6.02767 -3.41140 3.14262
C -2.42157 -5.94669 -5.60828
O -3.64044 -5.75076 -4.90386
P -3.59100 -5.30697 -3.37856
O -2.51239 -4.33073 -2.98237
O -5.11409 -4.80227 -3.01997
C -6.29543 -5.34779 -3.69978
O -3.39493 -6.71679 -2.53935
C -2.94841 -6.60448 -1.27319
H -1.54530 -6.15595 -4.99472
H -2.20259 -4.91823 -5.89539
H -2.54509 -6.49378 -6.54292
H -6.55076 -4.69758 -4.53651
H -7.14440 -5.48607 -3.03028
H -6.00115 -6.32144 -4.09159
H -2.10295 -5.98061 -0.98322
H -2.54573 -7.46213 -0.73434
H -3.77588 -6.16440 -0.71666
C 1.20163 1.47370 -7.77489
O 1.91441 2.14019 -6.70756
P 3.44153 2.60633 -6.99382
O 4.11712 3.26826 -5.83919
O 4.18019 1.34213 -7.64803
C 5.60790 1.15659 -7.59312
O 3.26198 3.61159 -8.29140
C 2.46258 4.74795 -8.08851
H 1.50795 1.74214 -8.78593
H 0.13677 1.67150 -7.65216
H 1.18472 0.39172 -7.64405
H 6.05845 0.91317 -8.55534
H 5.76223 0.40175 -6.82208
H 6.21306 2.01208 -7.29309
H 2.82364 5.70495 -8.46520
H 2.08456 4.77853 -7.06662
H 1.52773 4.57552 -8.62182
C -7.25037 9.43826 1.88056
C -7.92399 9.62987 3.26703
O -7.57529 8.42473 3.89009
C -6.47591 7.88192 3.31551
O -5.73502 7.04499 3.76614
O -6.35843 8.40874 2.10662
F -9.27923 9.74356 3.23668
H -6.82577 10.33636 1.43195
H -8.05396 9.03587 1.26378
H -7.52372 10.31478 4.01455
C -8.75318 0.39050 -4.84200
C -7.75161 0.82342 -3.84092
O -6.51901 0.77831 -4.61765
C -6.79827 0.68033 -5.91594
O -5.94442 0.80583 -6.83097
O -8.23295 0.51259 -6.12321
F -7.71550 -0.14050 -2.89411
H -9.71370 0.89493 -4.73691
H -8.94759 -0.64366 -4.55771
H -7.90019 1.81927 -3.42340
*
```

Mulliken population analysis, charges in e, atoms 1 to 99:
1. C -1.179
2. C -0.658
3. C -0.480
4. C -0.778
5. N 0.382
6. C -0.564
7. C -0.626
8. C -0.661
9. C -0.744
10. C -1.333
11. H 0.371
12. H 0.314
13. H 0.328
14. H 0.425
15. H 0.330
16. H 0.347
17. H 0.270
18. H 0.552
19. H 0.295
20. H 0.412
21. H 0.305
22. H 0.313
23. H 0.424
24. H 0.311
25. H 0.428
26. H 0.401
27. H 0.418
28. H 0.505
29. H 0.357
30. H 0.536
31. C -1.334
32. C 0.499
33. C -0.665
34. O -0.338
35. C -0.694
36. N -0.736
37. H 0.333
38. H 0.389
39. H 0.290
40. H 0.350
41. H 0.333
42. H 0.276
43. H 0.258
44. H 0.305
45. H 0.268
46. H 0.236
47. H 0.231
48. C -1.453
49. C 0.777
50. C -0.995
51. O -0.340
52. C -0.729
53. N -0.766
54. H 0.385
55. H 0.360
56. H 0.375
57. H 0.212
58. H 0.468
59. H 0.328
60. H 0.271
61. H 0.257
62. H 0.318
63. H 0.281
64. H 0.248
65. C -1.521
66. C 0.382
67. C -0.642
68. O -0.329
69. C -0.708
70. N -0.781
71. H 0.403
72. H 0.419
73. H 0.308
74. H 0.334
75. H 0.407
76. H 0.284
77. H 0.266
78. H 0.306
79. H 0.241
80. H 0.297
81. H 0.337
82. C -1.177
83. C 0.197
84. C -0.917
85. O -0.251
86. C -0.804
87. N -0.713
88. H 0.359
89. H 0.298
90. H 0.259
91. H 0.443
92. H 0.501
93. H 0.399
94. H 0.331
95. H 0.323
96. H 0.255
97. H 0.262
98. H 0.239
99. C -1.362